{
  "formula": "C22H68BFN2O13S",
  "method": "ωB97M-V/def2-TZVPD",
  "multiplicity": 1,
  "homo_lumo_gap_ev": 9.172,
  "e_tot_ev": -67742.5826,
  "e_above_lowest_kj_mol": 72.3,
  "elements": ["C", "N", "C", "B", "O", "N", "S", "O", "O", "F", "H", "H", "H", "H", "H", "H", "H", "H", "C", "C", "O", "H", "H", "H", "H", "H", "H", "C", "C", "O", "H", "H", "H", "H", "H", "H", "C", "C", "O", "H", "H", "H", "H", "H", "H", "C", "C", "O", "H", "H", "H", "H", "H", "H", "C", "C", "O", "H", "H", "H", "H", "H", "H", "C", "C", "O", "H", "H", "H", "H", "H", "H", "C", "C", "O", "H", "H", "H", "H", "H", "H", "C", "C", "O", "H", "H", "H", "H", "H", "H", "C", "C", "O", "H", "H", "H", "H", "H", "H", "C", "C", "O", "H", "H", "H", "H", "H", "H"],
  "coordinates": [[0.0248, -1.2281, -5.0628], [-0.4323, -0.5138, -6.2793], [-1.8802, -0.6861, -6.5343], [0.4001, -0.7776, -7.4515], [1.6303, -0.0492, -7.5384], [0.0702, -1.6912, -8.5986], [-0.1832, -3.2920, -8.1095], [0.6845, -3.6619, -6.9757], [-1.6155, -3.6053, -7.9054], [0.2914, -4.1989, -9.4030], [-0.2971, -0.6093, -4.1832], [1.1468, -1.2071, -5.0624], [-0.3309, -2.2824, -4.9821], [-2.4652, 0.0541, -5.9259], [-2.2620, -1.7080, -6.2879], [-2.0770, -0.4729, -7.6191], [2.3564, -0.6397, -7.7754], [0.8884, -1.7190, -9.2214], [-1.4671, 0.9839, -0.6695], [-2.0349, 1.2216, -2.0545], [-1.8852, 0.0548, -2.8636], [-0.4139, 0.7191, -0.7299], [-1.5707, 1.8755, -0.0471], [-1.9803, 0.1508, -0.1790], [-1.5072, 2.0386, -2.5483], [-3.0979, 1.4796, -2.0011], [-2.3592, -0.6620, -2.4308], [1.6894, 4.0483, -0.0874], [1.9778, 2.6939, 0.5292], [1.5580, 1.6486, -0.3535], [0.6222, 4.1556, -0.2962], [2.0001, 4.8551, 0.5788], [2.2147, 4.1583, -1.0414], [1.4366, 2.5801, 1.4656], [3.0468, 2.5731, 0.7301], [2.0484, 1.7497, -1.1757], [-0.5579, -0.0526, 2.8540], [0.8314, -0.6259, 3.0479], [1.4629, -0.8474, 1.7903], [-1.1712, -0.7301, 2.2562], [-1.0487, 0.1123, 3.8148], [-0.5120, 0.8979, 2.3136], [0.7800, -1.5834, 3.5678], [1.4534, 0.0562, 3.6396], [1.5149, 0.0038, 1.3376], [-3.7935, 0.1044, 6.8066], [-3.2770, -0.9908, 5.8938], [-1.8502, -0.9810, 5.8645], [-3.4433, 1.0816, 6.4675], [-4.8850, 0.1101, 6.8310], [-3.4203, -0.0335, 7.8255], [-3.6341, -0.8380, 4.8750], [-3.6171, -1.9721, 6.2342], [-1.5396, -1.1255, 6.7631], [-1.0525, -6.2713, -4.6027], [0.3354, -6.8516, -4.4155], [0.9659, -7.0514, -5.6760], [-1.6668, -6.9356, -5.2137], [-1.5476, -6.1196, -3.6407], [-0.9997, -5.3127, -5.1257], [0.2822, -7.8181, -3.9128], [0.9581, -6.1826, -3.8116], [1.0200, -6.1937, -6.1125], [0.9428, 4.7821, 5.3874], [1.0214, 3.5955, 4.4461], [1.4066, 4.0155, 3.1402], [0.2252, 5.5165, 5.0167], [0.6404, 4.4683, 6.3887], [1.9107, 5.2860, 5.4556], [0.0490, 3.1079, 4.3642], [1.7472, 2.8594, 4.8091], [2.2700, 4.4364, 3.2118], [5.6063, 0.7112, 3.5014], [4.3732, 1.3230, 2.8652], [4.7401, 2.3305, 1.9272], [6.1967, 1.4786, 4.0063], [5.3319, -0.0570, 4.2275], [6.2494, 0.2608, 2.7407], [3.7433, 1.7902, 3.6246], [3.7825, 0.5580, 2.3498], [5.2875, 1.9134, 1.2506], [-0.3481, 7.4818, -2.4287], [-1.4600, 6.4512, -2.4753], [-1.6033, 5.8121, -1.2109], [0.5970, 7.0113, -2.1506], [-0.2266, 7.9710, -3.3976], [-0.5600, 8.2451, -1.6751], [-1.2349, 5.6802, -3.2130], [-2.4126, 6.9193, -2.7450], [-1.8112, 6.4918, -0.5631], [4.6956, -2.0682, -0.6346], [3.9518, -0.7473, -0.6518], [4.8571, 0.3308, -0.9044], [5.4733, -2.0590, 0.1321], [4.0143, -2.8973, -0.4354], [5.1930, -2.2450, -1.5927], [3.4750, -0.5649, 0.3101], [3.1770, -0.7459, -1.4251], [5.2692, 0.1720, -1.7587], [-6.5172, -5.3846, 6.3372], [-5.4676, -4.3379, 6.0165], [-6.0046, -3.0266, 6.1670], [-7.3830, -5.2701, 5.6824], [-6.1149, -6.3924, 6.2163], [-6.8750, -5.2712, 7.3641], [-5.1286, -4.4409, 4.9852], [-4.6002, -4.4429, 6.6771], [-6.2941, -2.9342, 7.0797]],
  "forces_ev_per_angstrom": [[0.870, 1.428, 0.951], [-0.208, -1.921, -1.902], [-0.641, 0.491, 0.013], [0.856, 1.685, 1.558], [-1.326, -1.596, 0.188], [0.940, -1.760, -0.092], [-2.461, -2.151, 2.536], [-0.933, 0.830, -2.723], [3.570, 1.178, -1.186], [-0.354, 1.933, 1.531], [0.179, -0.974, -0.678], [-0.919, -0.230, 0.022], [0.118, 0.751, -0.204], [0.546, -0.645, -0.478], [0.361, 0.692, -0.216], [-0.004, -0.237, 1.007], [0.075, 0.295, -0.250], [-0.522, 0.056, -0.128], [-0.064, -0.120, -0.002], [-0.144, -0.225, 0.365], [-0.036, 0.163, -0.193], [-0.057, 0.126, 0.019], [0.032, -0.038, 0.015], [-0.139, 0.100, 0.010], [-0.014, -0.132, -0.114], [0.036, 0.168, -0.002], [0.031, -0.011, 0.016], [-0.191, 0.011, 0.012], [0.349, 0.130, -0.423], [-0.045, -0.294, 0.066], [0.024, 0.056, 0.086], [-0.009, 0.002, -0.055], [0.105, 0.016, 0.069], [-0.056, -0.130, -0.149], [-0.300, 0.156, 0.073], [0.066, -0.076, 0.037], [-0.133, 0.118, 0.076], [-0.087, 0.272, -0.286], [0.198, -0.176, 0.103], [0.048, -0.040, 0.066], [0.011, -0.028, -0.031], [0.057, 0.009, 0.041], [0.094, 0.002, -0.097], [-0.075, -0.029, 0.170], [-0.106, 0.021, -0.239], [-0.085, 0.079, -0.020], [0.137, 0.003, 0.425], [0.090, 0.021, -0.256], [-0.051, -0.046, -0.053], [0.032, 0.002, 0.035], [-0.083, -0.062, 0.003], [0.172, -0.062, -0.006], [-0.184, 0.060, -0.105], [0.014, -0.003, -0.006], [-0.123, 0.027, 0.051], [-0.041, 0.331, -0.278], [0.103, -0.214, 0.025], [0.042, -0.033, 0.071], [-0.009, 0.033, -0.038], [0.011, 0.021, 0.086], [0.117, -0.015, -0.128], [-0.090, -0.046, 0.165], [-0.020, -0.004, 0.001], [-0.069, 0.034, 0.072], [0.287, 0.285, 0.018], [-0.214, 0.010, 0.162], [-0.031, -0.088, 0.013], [0.039, 0.045, -0.007], [0.011, -0.082, 0.076], [0.074, -0.007, -0.159], [-0.118, -0.073, 0.133], [0.018, -0.034, -0.059], [0.033, -0.016, 0.117], [0.300, -0.147, -0.304], [0.229, 0.168, 0.282], [-0.081, -0.011, 0.026], [0.043, -0.012, -0.037], [-0.086, -0.079, 0.010], [-0.009, 0.105, -0.125], [-0.086, -0.071, 0.180], [-0.091, -0.022, -0.064], [0.098, 0.011, -0.065], [0.019, 0.280, 0.302], [-0.009, -0.275, -0.112], [-0.046, -0.035, -0.069], [0.008, 0.034, 0.051], [-0.055, 0.040, -0.088], [-0.061, -0.077, 0.143], [0.046, 0.007, -0.186], [0.010, -0.027, 0.034], [0.025, -0.050, 0.040], [0.217, -0.183, -0.233], [-0.071, 0.283, 0.247], [-0.089, 0.007, 0.034], [0.034, 0.013, -0.024], [-0.095, -0.048, -0.020], [0.055, 0.115, -0.089], [-0.110, -0.088, 0.122], [0.035, 0.016, 0.017], [-0.038, -0.080, -0.050], [-0.223, 0.002, 0.331], [0.073, 0.106, -0.219], [0.085, -0.013, -0.039], [-0.039, 0.014, 0.045], [0.092, -0.066, 0.014], [-0.018, 0.174, 0.038], [0.072, -0.150, -0.098], [-0.033, 0.014, -0.010]]
}



{
  "formula": "C22H68N4O12",
  "method": "ωB97M-V/def2-TZVPD",
  "multiplicity": 1,
  "homo_lumo_gap_ev": 9.075,
  "e_tot_ev": -54438.3985,
  "e_above_lowest_kj_mol": 145.5,
  "elements": ["C", "O", "H", "H", "H", "H", "C", "O", "H", "H", "H", "H", "C", "O", "H", "H", "H", "H", "C", "O", "H", "H", "H", "H", "C", "O", "H", "H", "H", "H", "C", "O", "N", "N", "H", "H", "H", "H", "C", "O", "N", "N", "H", "H", "H", "H", "C", "C", "C", "O", "H", "H", "H", "H", "H", "H", "H", "H", "C", "C", "C", "O", "H", "H", "H", "H", "H", "H", "H", "H", "C", "C", "C", "O", "H", "H", "H", "H", "H", "H", "H", "H", "C", "C", "C", "O", "H", "H", "H", "H", "H", "H", "H", "H", "C", "C", "C", "O", "H", "H", "H", "H", "H", "H", "H", "H"],
  "coordinates": [[5.8270, -10.1024, -4.5833], [5.6927, -9.2348, -5.6699], [4.7809, -10.2677, -4.3364], [6.3235, -9.6326, -3.7472], [6.1836, -11.0715, -4.8924], [5.6652, -9.7060, -6.5063], [4.2699, -3.3169, -6.2643], [4.1709, -2.7574, -5.0085], [5.1270, -3.9924, -6.1824], [4.6151, -2.5523, -7.0224], [3.4119, -3.8354, -6.5595], [3.9710, -3.4458, -4.4199], [6.0360, -8.1308, -8.4294], [6.3519, -9.5681, -8.4916], [6.2186, -7.6317, -7.4972], [4.9210, -8.0506, -8.4433], [6.4861, -7.6184, -9.2974], [7.2660, -9.5227, -8.7630], [1.9318, -6.8729, -6.9415], [3.2654, -6.6298, -7.2487], [1.2828, -5.9975, -6.9923], [1.8037, -7.2357, -5.9280], [1.6397, -7.6096, -7.6616], [3.6684, -6.5910, -6.4085], [8.6823, -7.1501, -6.9046], [10.0362, -7.2534, -6.7294], [8.0958, -8.0190, -6.5385], [8.6196, -7.2145, -7.9810], [8.2535, -6.1988, -6.5939], [10.3203, -6.3444, -6.6783], [1.1578, -8.8050, -3.1378], [0.7103, -9.3608, -4.3265], [1.3595, -7.5496, -2.9562], [1.5763, -9.3975, -2.0748], [0.7794, -6.9110, -3.5100], [1.8256, -7.1099, -2.1360], [1.7058, -10.4020, -2.1283], [1.4699, -8.9248, -1.1885], [4.3816, -6.4794, -4.3473], [4.0614, -5.3354, -3.6264], [3.6470, -7.5578, -4.4595], [5.4797, -6.5467, -5.0127], [2.7445, -7.5942, -3.8747], [4.0347, -8.4585, -4.8568], [6.1550, -5.8474, -4.6467], [5.8143, -7.4185, -5.4116], [0.5233, -4.4486, -2.4920], [-0.0119, -4.6457, -3.9018], [1.0071, -4.2176, -4.9255], [-0.3044, -5.8114, -4.2105], [1.3197, -5.1606, -2.3100], [-0.2366, -4.4638, -1.7071], [0.9011, -3.4566, -2.4353], [-0.8995, -4.0428, -4.0407], [1.9018, -4.8595, -5.1033], [1.3870, -3.2185, -4.6739], [0.4953, -4.1066, -5.8713], [-0.5877, -5.8541, -5.1599], [2.8759, -1.5427, -1.7906], [3.4625, -2.9234, -1.7864], [5.0351, -2.8782, -1.7694], [3.1539, -3.5798, -0.7976], [3.1334, -0.9393, -0.9919], [1.8023, -1.6742, -1.7654], [3.0384, -1.0533, -2.7430], [3.0072, -3.4264, -2.6756], [5.4438, -3.8655, -1.7120], [5.5942, -2.2345, -1.0421], [5.2418, -2.5662, -2.7871], [3.2729, -4.5127, -0.9658], [7.1297, -6.4616, -1.9130], [8.2045, -6.0764, -2.9055], [8.7114, -7.3038, -3.5786], [7.7026, -5.4354, -3.8155], [6.7081, -5.5536, -1.3954], [7.5157, -7.1841, -1.2079], [6.3084, -6.9860, -2.4115], [8.9408, -5.3929, -2.4464], [9.5797, -7.1114, -4.2876], [7.8560, -7.7634, -4.1042], [9.1970, -7.9625, -2.8330], [8.1126, -4.5936, -3.8917], [4.3013, -6.2010, 0.8340], [3.8616, -6.6104, -0.5461], [4.1182, -8.0574, -0.8035], [2.7059, -6.3020, -0.8523], [5.3903, -6.0204, 0.9001], [4.0243, -6.9531, 1.5843], [3.9124, -5.2474, 1.0810], [4.4773, -6.0479, -1.2932], [4.0569, -8.2028, -1.8667], [3.4485, -8.6986, -0.2888], [5.0749, -8.4162, -0.5968], [2.2457, -6.1268, -0.0275], [1.6563, -10.3933, -7.5842], [3.1752, -10.4661, -7.7677], [3.7591, -11.5645, -6.8898], [3.5508, -10.5620, -8.9810], [1.1809, -11.3364, -7.7902], [1.2478, -9.6888, -8.3179], [1.4438, -10.0928, -6.5426], [3.5852, -9.5498, -7.3318], [3.5967, -12.5471, -7.4209], [3.2905, -11.5102, -5.9015], [4.8180, -11.4487, -6.8732], [4.4066, -10.1511, -9.0393]],
  "forces_ev_per_angstrom": [[-1.909, -0.621, -0.078], [0.952, 1.169, -0.808], [-0.099, -0.575, 1.078], [0.462, 0.009, -0.005], [0.747, -0.210, 0.200], [0.193, -0.221, -0.244], [3.041, 0.764, -0.673], [-0.253, 2.902, -0.326], [-0.122, -0.599, -0.672], [-0.840, -0.568, 0.813], [-1.410, -0.749, -0.768], [-0.322, -1.849, 1.521], [-2.149, -0.506, -0.993], [-0.171, 1.742, 0.511], [0.951, -0.079, 0.432], [0.756, -0.060, -0.582], [-0.306, -0.108, 0.535], [0.506, -0.763, -0.047], [-1.054, -0.235, -0.199], [0.273, 0.536, -0.982], [0.131, 0.261, -0.468], [-0.018, -0.483, 0.022], [-0.879, -0.433, -0.149], [1.263, 0.284, 1.117], [-1.705, -0.806, -1.661], [1.814, -0.024, 1.504], [0.618, 0.547, 0.377], [-1.111, 0.211, -0.697], [-0.165, -0.092, 0.344], [0.753, 0.154, 0.070], [-2.670, -3.013, -6.992], [2.336, 2.450, 5.912], [-0.961, 5.591, -0.706], [0.743, -4.770, 2.575], [0.233, -0.171, -0.061], [-0.545, -0.884, -0.689], [-0.278, 0.249, 0.483], [0.248, -0.466, -0.235], [-2.163, 4.368, 3.650], [0.839, -5.001, -2.828], [-2.852, -2.563, 1.285], [3.993, 2.116, -0.766], [1.684, 0.130, -1.345], [-0.589, 1.926, 0.462], [-0.270, -0.782, -0.902], [-0.160, 0.116, 0.209], [-0.718, -0.512, -0.081], [2.618, 8.137, 1.314], [1.454, 2.118, -0.248], [-3.679, -10.254, -2.745], [0.107, 0.237, 0.221], [-0.113, -0.562, -0.106], [0.561, 0.702, -0.011], [-0.329, 1.194, 0.259], [-0.831, 0.119, 0.708], [0.114, -0.056, -0.255], [-0.145, -0.015, -0.535], [0.396, -0.324, 1.317], [-1.292, -0.827, -1.756], [4.077, 4.705, -6.936], [-0.092, 1.099, -1.997], [-4.198, -5.432, 9.537], [0.833, 1.211, 1.693], [-0.532, 0.073, 0.252], [0.472, 0.208, -0.121], [1.149, 0.488, -0.282], [0.012, -0.808, 0.196], [-1.143, -0.270, -0.398], [0.909, 0.413, -0.205], [-0.125, -0.140, -0.030], [-0.493, 0.390, 1.226], [3.715, -5.099, 7.364], [2.984, -1.650, 0.420], [-5.389, 7.521, -9.243], [0.451, -0.988, -0.422], [0.138, 0.015, 0.603], [0.052, 0.280, -0.236], [0.559, -1.168, 0.779], [-1.370, 0.047, 0.508], [0.581, -0.043, 0.261], [-0.620, -0.314, -0.356], [-0.120, 1.176, -0.567], [1.131, -0.435, 0.501], [11.130, -1.694, 0.708], [0.102, -0.089, -1.059], [-10.443, 2.539, -0.838], [-0.388, -0.521, -0.167], [-0.036, 0.198, -0.016], [-0.783, 1.036, 0.422], [0.462, -0.456, 0.559], [-0.557, -0.360, -0.587], [-0.892, -0.560, 0.533], [1.877, -0.172, 0.812], [-1.068, 0.194, -0.090], [0.400, 0.519, -0.013], [-2.154, 0.609, 6.604], [-1.068, -1.188, -0.768], [1.372, -0.545, -6.538], [-0.117, -0.632, -0.015], [-0.007, 0.082, 0.342], [-0.188, -0.020, -0.555], [-0.239, 0.622, 0.312], [-0.155, 0.774, 0.838], [0.340, -0.374, -0.042], [0.996, -0.007, 0.361], [0.758, -0.079, -0.658]]
}